One molecule with the formula C16H19N3O4S2 at a distorted geometry, computed with wB97M-V/def2-TZVPD.

Values from the calculation:
SMILES = CNC(=O)NC(=O)[C@H](C)OC(=O)CCCSc1nc2ccccc2s1
HOMO energy = -8.260 eV
E_tot = -51233.546 eV
Orbital gap = 8.953 eV
LUMO level = 0.692 eV
Relative energy (zero: lowest compared OMol25 entry of this formula, charge and spin) = 2.2 kcal/mol

XYZ file:
```
44
Properties=species:S:1:pos:R:3:forces:R:3:nbo_charge:R:1
C -1.59209 -0.48198 4.31193 0.090 -0.162 0.076 -0.4163
N -1.68994 0.13816 3.01486 -0.322 0.387 0.313 -0.6213
C -1.00402 -0.31028 1.96213 -0.265 0.360 -0.366 0.7998
O -0.28216 -1.28205 1.93452 0.249 -0.318 0.107 -0.6634
N -1.17250 0.44319 0.77216 0.234 -0.418 0.004 -0.6730
C -1.83973 1.61063 0.59844 0.128 0.126 -0.313 0.6959
O -2.56229 2.12624 1.42402 -0.247 0.254 0.080 -0.6151
C -1.67726 2.21123 -0.80128 -0.416 0.318 0.197 0.0044
C -2.72021 1.61335 -1.73834 0.359 0.130 0.105 -0.6163
O -0.38682 1.94325 -1.34808 -0.293 -0.271 -0.338 -0.5199
C 0.66706 2.34240 -0.61057 0.520 0.096 -0.052 0.8192
O 0.55159 2.88156 0.45662 -0.106 0.096 -0.005 -0.5910
C 1.95374 1.97797 -1.30051 -0.004 0.057 0.080 -0.5468
C 3.16221 2.05194 -0.36310 -0.133 0.019 -0.002 -0.4250
C 4.08483 0.84280 -0.49165 -0.209 -0.312 0.290 -0.5046
S 3.80822 -0.48276 0.74599 0.475 0.246 0.110 0.3006
C 2.44004 -1.34311 0.13418 -0.090 -0.367 0.119 -0.0742
N 1.67120 -0.94200 -0.81359 0.342 0.448 0.009 -0.5513
C 0.66053 -1.83019 -1.04878 -0.341 -0.932 0.179 0.1765
C -0.35932 -1.66098 -1.98105 0.110 -0.021 0.050 -0.2628
C -1.33061 -2.63544 -2.08157 -0.097 0.038 -0.065 -0.2052
C -1.29601 -3.76936 -1.27396 -0.054 -0.102 0.035 -0.2168
C -0.29033 -3.95432 -0.34405 0.012 -0.039 0.049 -0.2073
C 0.68521 -2.98098 -0.23213 0.107 0.282 -0.186 -0.2076
S 2.04459 -2.90347 0.84719 -0.002 0.284 -0.389 0.4214
H -2.58133 -0.78053 4.66224 0.052 -0.028 0.039 0.1964
H -0.95836 -1.36251 4.21918 -0.060 0.047 0.083 0.2343
H -1.15017 0.20669 5.03434 -0.002 -0.059 0.017 0.1968
H -2.22953 0.99115 2.90395 0.107 -0.162 -0.160 0.4360
H -0.61612 0.08666 0.00103 -0.088 0.037 0.193 0.4291
H -1.81461 3.29570 -0.70453 0.045 -0.256 0.095 0.2183
H -3.71414 1.83650 -1.36170 -0.081 0.013 0.037 0.2319
H -2.60773 2.03889 -2.73184 -0.024 0.031 -0.082 0.2241
H -2.59284 0.53499 -1.79888 -0.025 -0.118 -0.024 0.2175
H 1.82372 0.95701 -1.66852 0.021 0.325 -0.031 0.2844
H 2.07247 2.63434 -2.16380 -0.057 0.057 -0.038 0.2349
H 3.73961 2.95365 -0.57293 -0.008 0.010 0.035 0.2144
H 2.80677 2.13492 0.66628 0.108 0.067 -0.062 0.2417
H 4.01752 0.38031 -1.47443 0.115 0.010 -0.067 0.2302
H 5.11951 1.12534 -0.29898 0.016 -0.080 -0.035 0.2336
H -0.37258 -0.77726 -2.60152 0.006 0.097 -0.079 0.2261
H -2.13107 -2.51846 -2.79737 -0.062 -0.001 -0.060 0.2132
H -2.07017 -4.51512 -1.37327 -0.059 -0.070 -0.006 0.2159
H -0.26688 -4.82805 0.28737 -0.053 -0.121 0.056 0.2214
```
Positions in Å, forces in eV/Å.